Run i
Here is a cluster of 8 separate species, C32H88N8O8 in total from OMol25. Energies are from ωB97M-V with the def2-TZVPD basis set.

Output
Highest occupied orbital energy in eV: -8.9720
SMILES string: COC[C@H](C)N.COC[C@H](C)N.COC[C@H](C)N.COC[C@H](C)N.COC[C@H](C)N.COC[C@H](C)N.COC[C@H](C)N.COC[C@H](C)N
Kohn-Sham gap in Ha: 0.3462

The geometry in ORCA input format:
```
! wB97M-V def2-TZVPD RIJCOSX def2/J DEFGRID3
* xyz 0 1
C -5.64 0.78 -0.47
C -5.69 1.31 -1.90
C -4.36 1.17 -2.67
O -4.26 2.22 -3.62
C -3.01 2.05 -4.26
N -6.83 0.63 -2.53
H -6.55 1.00 0.10
H -4.83 1.19 0.14
H -5.63 -0.31 -0.54
H -5.78 2.41 -1.86
H -4.47 0.20 -3.16
H -3.47 1.06 -2.05
H -2.77 2.86 -4.95
H -2.95 1.14 -4.87
H -2.16 1.91 -3.59
H -6.76 1.02 -3.48
H -7.68 1.01 -2.13
C 3.99 -3.76 -5.02
C 3.44 -3.19 -3.69
C 4.46 -2.35 -2.89
O 3.97 -1.70 -1.75
C 3.89 -2.51 -0.60
N 2.28 -2.35 -3.97
H 4.81 -4.48 -4.98
H 4.44 -2.95 -5.60
H 3.22 -4.24 -5.61
H 3.22 -4.03 -3.04
H 5.01 -1.72 -3.60
H 5.29 -3.00 -2.56
H 3.68 -1.81 0.21
H 4.84 -2.97 -0.30
H 3.15 -3.31 -0.65
H 2.55 -1.46 -4.39
H 1.86 -2.06 -3.10
C 0.34 -9.35 1.91
C -0.27 -8.79 0.61
C -0.24 -7.28 0.59
O -0.61 -6.66 1.82
C -0.55 -5.25 1.80
N 0.65 -9.23 -0.49
H 1.28 -8.91 2.22
H 0.41 -10.43 1.81
H -0.42 -9.08 2.65
H -1.28 -9.20 0.57
H -1.00 -6.94 -0.13
H 0.71 -6.83 0.29
H 0.49 -4.91 1.82
H -1.10 -4.95 2.69
H -1.07 -4.92 0.90
H 1.51 -8.75 -0.26
H 0.25 -8.80 -1.33
C 2.58 -0.14 5.26
C 1.61 0.35 6.33
C 0.37 -0.58 6.36
O -0.51 -0.54 5.25
C -0.95 0.76 4.89
N 2.32 0.44 7.60
H 3.55 0.35 5.30
H 2.23 0.12 4.25
H 2.69 -1.20 5.50
H 1.20 1.34 6.10
H -0.18 -0.39 7.29
H 0.66 -1.63 6.33
H -0.25 1.30 4.24
H -1.14 1.37 5.78
H -1.85 0.52 4.33
H 2.73 -0.44 7.85
H 1.87 0.94 8.35
C -0.24 -2.53 -0.91
C -0.66 -1.07 -0.72
C 0.48 -0.03 -0.52
O 0.11 1.32 -0.45
C -0.64 1.69 0.68
N -1.43 -0.75 -1.91
H 0.16 -3.07 -0.05
H 0.54 -2.45 -1.66
H -1.13 -3.05 -1.24
H -1.29 -0.97 0.17
H 1.33 -0.17 -1.19
H 0.91 -0.30 0.47
H -1.68 1.39 0.81
H -0.77 2.77 0.65
H -0.04 1.38 1.55
H -1.80 0.20 -1.96
H -0.67 -0.73 -2.59
C 0.81 1.14 -3.95
C 1.41 0.64 -5.29
C 0.97 1.61 -6.41
O -0.39 1.94 -6.30
C -0.83 2.73 -7.40
N 2.83 0.34 -5.17
H 1.43 1.88 -3.45
H 0.42 0.32 -3.36
H -0.14 1.62 -4.20
H 0.90 -0.30 -5.53
H 1.25 1.32 -7.43
H 1.54 2.54 -6.19
H -0.68 2.17 -8.32
H -0.28 3.67 -7.49
H -1.88 2.92 -7.20
H 3.43 1.12 -5.41
H 3.09 0.25 -4.19
C 3.09 2.15 2.55
C 2.85 3.32 3.51
C 1.68 3.10 4.48
O 1.37 4.16 5.32
C 0.27 3.92 6.16
N 4.13 3.62 4.17
H 2.16 1.88 2.06
H 3.61 1.31 3.02
H 3.86 2.47 1.84
H 2.70 4.18 2.85
H 1.90 2.20 5.09
H 0.78 2.80 3.92
H -0.03 4.82 6.69
H 0.49 3.04 6.77
H -0.65 3.72 5.59
H 3.96 4.38 4.81
H 4.45 2.83 4.73
C -3.78 4.61 -1.37
C -3.36 4.49 0.08
C -1.85 4.57 0.24
O -1.55 4.37 1.61
C -0.25 4.69 2.03
N -3.94 5.60 0.85
H -3.91 5.67 -1.61
H -4.81 4.25 -1.47
H -3.14 4.11 -2.09
H -3.61 3.52 0.52
H -1.50 5.56 -0.05
H -1.32 3.81 -0.35
H 0.44 4.01 1.51
H -0.17 4.57 3.10
H 0.10 5.67 1.68
H -3.40 5.67 1.70
H -4.90 5.38 1.09
*
```

Run ii
Here is a cluster of 8 separate species, C32H88N8O8 in total from OMol25. Energies are from ωB97M-V with the def2-TZVPD basis set.

Output
Highest occupied orbital energy in eV: -9.2005
SMILES string: COC[C@H](C)N.COC[C@H](C)N.COC[C@H](C)N.COC[C@H](C)N.COC[C@H](C)N.COC[C@H](C)N.COC[C@H](C)N.COC[C@H](C)N
Kohn-Sham gap in Ha: 0.3562

The geometry in ORCA input format:
```
! wB97M-V def2-TZVPD RIJCOSX def2/J DEFGRID3
* xyz 0 1
C -0.02 9.20 9.20
C -0.10 8.73 7.71
C 1.19 9.09 6.93
O 1.15 8.52 5.54
C 2.30 8.55 4.72
N -0.39 7.28 7.72
H 0.83 8.79 9.75
H -0.89 8.95 9.80
H 0.15 10.26 9.36
H -0.87 9.32 7.21
H 2.01 8.55 7.40
H 1.40 10.15 7.10
H 3.07 7.88 5.11
H 2.77 9.53 4.61
H 1.99 8.39 3.69
H -1.31 7.02 7.38
H 0.34 6.84 7.18
C 2.46 1.55 8.28
C 2.70 1.87 9.72
C 3.43 3.19 9.88
O 4.72 3.07 9.17
C 5.47 4.26 9.25
N 1.44 1.88 10.36
H 2.06 0.54 8.21
H 3.38 1.47 7.71
H 1.68 2.24 7.95
H 3.30 1.09 10.17
H 3.50 3.44 10.94
H 2.87 4.00 9.43
H 5.15 5.09 8.62
H 6.48 4.09 8.88
H 5.52 4.57 10.30
H 1.41 1.85 11.37
H 0.96 2.74 10.14
C 6.86 -7.16 -4.21
C 7.72 -6.02 -3.86
C 8.09 -5.91 -2.31
O 6.99 -6.05 -1.41
C 7.16 -6.15 0.00
N 8.88 -6.13 -4.76
H 6.34 -7.01 -5.15
H 6.03 -7.35 -3.53
H 7.37 -8.12 -4.29
H 7.15 -5.20 -4.31
H 8.54 -4.92 -2.15
H 8.81 -6.70 -2.10
H 7.53 -7.12 0.32
H 6.22 -6.05 0.55
H 7.95 -5.53 0.43
H 9.77 -6.11 -4.28
H 8.85 -7.05 -5.18
C 0.59 2.52 1.06
C 0.45 2.02 -0.36
C 0.15 0.54 -0.60
O 0.90 -0.40 -0.02
C 2.16 -0.70 -0.61
N -0.62 2.80 -0.95
H 1.45 2.16 1.62
H -0.29 2.21 1.63
H 0.58 3.60 1.14
H 1.39 2.11 -0.89
H 0.24 0.24 -1.64
H -0.86 0.20 -0.34
H 2.65 0.11 -1.14
H 2.05 -1.59 -1.23
H 2.80 -1.09 0.19
H -0.34 3.77 -0.90
H -1.36 2.70 -0.27
C -1.19 1.06 -7.86
C -0.98 0.66 -9.32
C -0.20 -0.62 -9.54
O 0.99 -0.75 -8.66
C 1.84 -1.86 -9.07
N -2.34 0.56 -9.94
H -0.26 0.78 -7.36
H -2.05 0.66 -7.31
H -1.14 2.14 -7.74
H -0.39 1.45 -9.78
H 0.23 -0.68 -10.54
H -0.83 -1.49 -9.36
H 1.27 -2.73 -9.41
H 2.48 -1.99 -8.20
H 2.59 -1.56 -9.80
H -2.27 0.00 -10.78
H -2.35 1.44 -10.43
C -6.42 7.76 2.57
C -5.40 7.08 3.49
C -5.72 5.60 3.77
O -4.89 5.31 4.90
C -4.93 3.94 5.40
N -4.08 7.39 2.87
H -6.30 7.38 1.55
H -6.26 8.83 2.64
H -7.42 7.63 2.97
H -5.49 7.66 4.40
H -5.25 5.03 2.97
H -6.74 5.33 4.05
H -4.61 3.23 4.64
H -5.92 3.63 5.75
H -4.34 3.85 6.31
H -4.10 8.40 2.91
H -3.36 7.26 3.56
C -8.33 -1.10 1.21
C -7.66 -2.52 1.43
C -6.55 -2.80 0.33
O -7.08 -2.97 -0.95
C -6.06 -3.23 -1.96
N -7.12 -2.40 2.80
H -7.65 -0.27 1.04
H -8.93 -0.79 2.07
H -9.06 -0.97 0.41
H -8.46 -3.23 1.24
H -6.07 -3.71 0.69
H -5.80 -2.01 0.41
H -5.76 -4.28 -1.89
H -5.09 -2.73 -1.89
H -6.41 -3.12 -2.98
H -7.79 -2.07 3.48
H -6.83 -3.31 3.13
C 1.55 -10.49 -10.03
C 0.27 -10.87 -9.24
C -0.37 -9.62 -8.57
O 0.63 -8.90 -7.74
C 0.17 -7.79 -7.02
N -0.75 -11.45 -10.01
H 2.11 -11.41 -10.20
H 2.21 -9.73 -9.60
H 1.24 -10.21 -11.04
H 0.65 -11.43 -8.39
H -1.22 -9.98 -7.98
H -0.79 -8.92 -9.29
H -0.07 -6.90 -7.60
H 1.06 -7.56 -6.43
H -0.63 -8.13 -6.37
H -0.46 -12.26 -10.54
H -1.49 -11.82 -9.42
*
```

Which structure loses on stability? run ii does.

Run i
Here is a cluster of 2 separate species, C2H9NOS in total from OMol25. Energies are from ωB97M-V with the def2-TZVPD basis set.

Output
Highest occupied orbital energy in eV: -9.4508
SMILES string: NCO.CS
Kohn-Sham gap in Ha: 0.3647

The geometry in ORCA input format:
```
! wB97M-V def2-TZVPD RIJCOSX def2/J DEFGRID3
* xyz 0 1
C -2.03 -0.23 1.09
S -1.52 0.27 -0.68
H -2.93 0.27 1.32
H -2.21 -1.33 1.29
H -1.21 0.28 1.71
H -2.66 -0.25 -1.33
N 1.69 -0.95 -0.90
C 1.81 0.18 0.04
O 1.61 1.48 -0.57
H 0.73 -0.95 -1.07
H 2.26 -0.86 -1.76
H 1.01 0.13 0.81
H 2.83 0.33 0.53
H 0.62 1.64 -0.49
*
```

Run ii
Here is a cluster of 2 separate species, C2H9NOS in total from OMol25. Energies are from ωB97M-V with the def2-TZVPD basis set.

Output
Highest occupied orbital energy in eV: -8.9314
SMILES string: NCCS.O
Kohn-Sham gap in Ha: 0.3493

The geometry in ORCA input format:
```
! wB97M-V def2-TZVPD RIJCOSX def2/J DEFGRID3
* xyz 0 1
C 0.61 0.04 -0.61
C -0.38 -0.66 -1.53
S -1.00 0.38 -2.88
N 0.65 -0.65 0.69
H 1.62 -0.08 -1.02
H 0.44 1.12 -0.56
H -0.02 -1.62 -1.90
H -1.23 -0.99 -0.94
H 0.18 0.44 -3.51
H 1.53 -0.41 1.12
H -0.09 -0.35 1.31
H -0.98 1.52 2.79
H -0.75 0.60 3.99
O -0.57 0.67 3.04
*
```

Which structure loses on stability? run i does.

Run i
Here is a cluster of 3 separate species, C4H13NO2 in total from OMol25. Energies are from ωB97M-V with the def2-TZVPD basis set.

Output
Highest occupied orbital energy (alpha / beta) in eV: 1.0439 / -4.2498
Kohn-Sham gap (alpha / beta) in Ha: 0.0714 / 0.2651

The geometry in ORCA input format:
```
! wB97M-V def2-TZVPD RIJCOSX def2/J DEFGRID3
* xyz -1 2
C 0.35 0.89 -1.14
N 0.81 0.60 0.18
C -0.14 1.09 1.16
C -1.52 2.94 1.77
C -0.29 2.57 1.20
H -0.76 1.26 -1.36
H 0.32 0.10 -1.84
H 0.85 1.79 -1.74
H 1.66 1.23 0.26
H -1.21 0.63 1.23
H 0.12 0.81 2.23
H -1.52 3.92 2.25
H -2.30 2.23 1.69
H 0.60 3.15 1.15
H 2.36 -1.14 -0.04
H 1.51 -2.25 -0.32
O 2.40 -2.03 0.05
H -1.57 -5.30 -2.26
H -0.91 -6.65 -1.98
O -0.77 -5.83 -2.48
*
```

Run ii
Here is a cluster of 3 separate species, C4H13NO2 in total from OMol25. Energies are from ωB97M-V with the def2-TZVPD basis set.

Output
Highest occupied orbital energy (alpha / beta) in eV: 0.6494 / -4.7559
Kohn-Sham gap (alpha / beta) in Ha: 0.1165 / 0.3085

The geometry in ORCA input format:
```
! wB97M-V def2-TZVPD RIJCOSX def2/J DEFGRID3
* xyz -1 2
C 2.07 0.40 0.38
C 1.14 -0.76 0.44
C 0.28 -1.05 -0.54
N 0.30 -0.52 -1.84
C 1.10 -1.55 1.73
H 2.99 0.45 0.97
H 2.42 0.65 -0.62
H 1.61 1.37 0.72
H -0.31 -1.95 -0.42
H -0.61 -0.21 -2.16
H 0.97 0.23 -1.98
H 2.07 -2.02 1.89
H 0.84 -0.91 2.57
H 0.31 -2.31 1.73
H -2.27 0.90 0.12
H -2.29 0.58 1.58
O -2.76 0.37 0.76
H -1.48 3.02 -0.65
H -0.52 1.80 -0.76
O -1.39 2.13 -1.05
*
```

Which structure loses on stability? run i does.

Run i
Here is an isolated molecule of CH3F2PS from OMol25. Energies are from ωB97M-V with the def2-TZVPD basis set.

Output
Highest occupied orbital energy in eV: -9.5581
SMILES string: CSP(F)F
Kohn-Sham gap in Ha: 0.3629

The geometry in ORCA input format:
```
! wB97M-V def2-TZVPD RIJCOSX def2/J DEFGRID3
* xyz 0 1
C 0.16 -0.19 -0.37
F -1.94 -0.09 -3.23
F -1.39 2.15 -3.48
P -1.77 1.21 -2.25
S 0.29 1.04 -1.66
H 1.27 -0.63 -0.30
H -0.40 -0.90 -0.83
H -0.21 0.06 0.56
*
```

Run ii
Here is a cluster of 2 separate species, CH3F2PS in total from OMol25. Energies are from ωB97M-V with the def2-TZVPD basis set.

Output
Highest occupied orbital energy in eV: -8.8414
SMILES string: C=S.FPF
Kohn-Sham gap in Ha: 0.3022

The geometry in ORCA input format:
```
! wB97M-V def2-TZVPD RIJCOSX def2/J DEFGRID3
* xyz 0 1
C 0.04 2.29 0.04
F -1.59 4.04 0.92
F -3.80 2.93 0.82
P -2.68 3.59 -0.21
S 0.39 0.87 0.80
H -2.12 2.37 -0.37
H 0.01 2.02 -1.02
H 0.06 3.24 0.59
*
```

Which structure loses on stability? run ii does.

Run i
Here is an isolated molecule of CH3BrO2S from OMol25. Energies are from ωB97M-V with the def2-TZVPD basis set.

Output
Highest occupied orbital energy in eV: -10.3103
Kohn-Sham gap in Ha: 0.3517

The geometry in ORCA input format:
```
! wB97M-V def2-TZVPD RIJCOSX def2/J DEFGRID3
* xyz 0 1
C 0.21 -0.29 -0.12
O 0.90 0.81 -2.56
O -0.20 -0.95 -1.25
S 0.14 -0.42 -2.71
Br -2.03 0.40 -3.27
H -0.48 0.16 0.51
H 0.94 0.45 -0.41
H 0.88 -0.87 0.45
*
```

Run ii
Here is a structure of composition CH3BrO2S from OMol25. Energies are from ωB97M-V with the def2-TZVPD basis set.

Output
Highest occupied orbital energy in eV: -9.7862
Kohn-Sham gap in Ha: 0.3281

The geometry in ORCA input format:
```
! wB97M-V def2-TZVPD RIJCOSX def2/J DEFGRID3
* xyz 0 1
C 0.99 0.37 0.10
O -0.85 -1.86 -1.16
O 0.02 -0.06 1.06
S -1.34 -0.74 0.61
Br -2.49 0.86 -0.26
H 0.82 1.43 -0.11
H 0.89 -0.23 -0.81
H 1.96 0.23 0.56
*
```

Which structure loses on stability? run ii does.

Run i
Here is a structure of composition C4H7O3Sn from OMol25. Energies are from ωB97M-V with the def2-TZVPD basis set.

Output
Highest occupied orbital energy in eV: -13.9121
Kohn-Sham gap in Ha: 0.2763

The geometry in ORCA input format:
```
! wB97M-V def2-TZVPD RIJCOSX def2/J DEFGRID3
* xyz 1 1
Sn -3.90 1.08 -0.10
O -5.51 0.05 -0.81
H -5.97 -0.24 -1.51
O -1.16 -0.23 1.33
C -0.05 -0.31 0.86
O 1.13 -0.70 1.63
C 2.33 -0.65 0.85
C 2.04 0.45 -0.28
C 0.48 0.17 -0.48
H 2.53 -1.55 0.39
H 3.02 -0.07 1.47
H 2.57 0.23 -1.20
H 2.29 1.40 -0.02
H 0.37 -0.57 -1.23
H -0.17 0.94 -0.91
*
```

Run ii
Here is a structure of composition C4H7O3Sn from OMol25. Energies are from ωB97M-V with the def2-TZVPD basis set.

Output
Highest occupied orbital energy (alpha / beta) in eV: -10.6858 / -11.9257
Kohn-Sham gap (alpha / beta) in Ha: 0.2003 / 0.2539

The geometry in ORCA input format:
```
! wB97M-V def2-TZVPD RIJCOSX def2/J DEFGRID3
* xyz 1 1
H 0.30 3.84 -0.42
O 2.16 1.03 -0.57
C 2.16 -0.06 -0.02
C 0.85 -0.61 0.53
O 0.24 -1.37 -0.38
C -1.17 -1.14 -0.58
C -1.52 -0.02 0.38
O -0.30 0.67 0.59
Sn 0.44 2.19 -0.34
H 3.02 -0.75 -0.10
H 0.97 -1.04 1.54
H -1.69 -2.08 -0.36
H -1.32 -0.86 -1.63
H -1.82 -0.43 1.36
H -2.32 0.62 -0.01
*
```

Which structure loses on stability? run ii does.

Run i
Here is the ion C3HO3 with charge -1 from OMol25. Energies are from ωB97M-V with the def2-TZVPD basis set.

Output
Highest occupied orbital energy in eV: -3.2037
SMILES string: O=CC1=C([O-])O1
Kohn-Sham gap in Ha: 0.2724

The geometry in ORCA input format:
```
! wB97M-V def2-TZVPD RIJCOSX def2/J DEFGRID3
* xyz -1 1
C 0.06 0.11 -0.04
C 1.35 -0.41 -0.03
C -1.30 0.26 -0.02
O -2.01 1.27 0.08
O 2.15 -1.33 0.08
O 1.38 0.91 0.01
H -1.61 -0.80 -0.09
*
```

Run ii
Here is a cluster of 2 separate species, C3HO3 in total from OMol25. Energies are from ωB97M-V with the def2-TZVPD basis set.

Output
Highest occupied orbital energy in eV: -2.5479
Kohn-Sham gap in Ha: 0.2181

The geometry in ORCA input format:
```
! wB97M-V def2-TZVPD RIJCOSX def2/J DEFGRID3
* xyz -1 1
C -1.96 -0.22 0.07
C 0.98 0.64 0.00
C 1.86 -0.19 0.00
O 2.80 -0.98 0.10
O -1.71 -0.87 -0.88
O -2.27 0.35 1.05
H 0.29 1.26 -0.34
*
```

Which structure loses on stability? run i does.

Run i
Here is a cluster of 2 separate species, C3H10N2O2 in total from OMol25. Energies are from ωB97M-V with the def2-TZVPD basis set.

Output
Highest occupied orbital energy (alpha / beta) in eV: -15.3331 / -14.0713
Kohn-Sham gap (alpha / beta) in Ha: 0.4469 / 0.1916

The geometry in ORCA input format:
```
! wB97M-V def2-TZVPD RIJCOSX def2/J DEFGRID3
* xyz 1 2
C -0.89 -0.43 0.22
C 0.00 0.56 -0.65
C -0.99 1.44 -1.43
N -1.95 2.08 -0.76
O -0.82 1.54 -2.61
N -0.04 -1.28 1.00
H -1.47 -1.04 -0.45
H -1.61 0.04 0.89
H 0.57 -0.08 -1.32
H 0.65 1.16 -0.03
H -2.34 2.90 -1.19
H -1.90 2.10 0.24
H 0.29 -0.80 1.81
H 0.76 -1.61 0.46
H 3.20 -1.96 2.01
H 3.25 -2.77 0.76
O 3.28 -1.85 1.05
*
```

Run ii
Here is a cluster of 2 separate species, C3H10N2O2 in total from OMol25. Energies are from ωB97M-V with the def2-TZVPD basis set.

Output
Highest occupied orbital energy (alpha / beta) in eV: -15.3816 / -15.1451
Kohn-Sham gap (alpha / beta) in Ha: 0.4279 / 0.2356

The geometry in ORCA input format:
```
! wB97M-V def2-TZVPD RIJCOSX def2/J DEFGRID3
* xyz 1 2
N 1.05 -1.24 -1.18
C -0.17 -0.55 -1.51
C -0.31 0.79 -0.77
N -0.50 0.77 0.51
C -0.56 2.05 1.26
O -0.15 1.78 -1.50
H 1.83 -0.60 -0.98
H 1.41 -1.70 -2.01
H -1.03 -1.13 -1.16
H -0.34 -0.44 -2.58
H -0.30 -0.09 1.02
H 0.43 2.52 1.26
H -0.98 1.88 2.24
H -1.27 2.69 0.75
H 0.50 -2.05 0.82
H 0.16 -2.79 2.10
O 0.22 -1.89 1.73
*
```

Which structure loses on stability? run ii does.